[1]
DFT (ωB97M-V/def2-TZVPD) results for an isolated molecule of C6H11IO2.

Electronic energy: -683.34237 a.u.
Frontier orbital gap: 9.796 eV
Total charge: 0
SMILES: C[C@]1(O)[C@H](O)CC[C@H]1I
LUMO level: 0.58 eV

Element x y z (Å)
I 3.282 0.540 0.589
O -1.950 -1.014 -0.718
O 1.152 -0.857 -1.403
C -0.725 -0.910 -0.069
C -0.428 1.113 -1.608
C -0.880 -0.354 1.320
C 0.562 -0.102 1.731
C 1.116 0.616 0.481
C 0.305 0.008 -0.755
H 0.661 0.484 2.653
H 1.035 -1.062 1.799
H -2.671 -1.275 -0.207
H -1.183 -1.109 2.060
H -1.324 0.675 1.166
H 1.631 -0.390 -2.101
H 1.070 1.718 0.341
H -0.976 0.570 -2.354
H 0.394 1.600 -2.074
H -0.089 -1.947 0.045
H -0.983 1.697 -0.897

[2]
DFT (ωB97M-V/def2-TZVPD) results for the ion C6H11N with charge -1.

Electronic energy: -289.82735 a.u.
2S+1: 2
Frontier orbital gap (alpha / beta): 3.986 / 5.437 eV
Total charge: -1
LUMO level (alpha / beta): 3.99 / 3.97 eV

Element x y z (Å)
N 0.231 -1.206 -0.447
C 0.106 1.176 -0.294
C -0.681 -1.308 -1.578
C -0.594 0.165 2.753
C 0.372 -0.160 1.768
C 0.256 -0.022 0.283
C 0.524 1.516 -1.737
H -0.766 -2.368 -1.832
H -0.305 1.989 -2.263
H -1.061 1.147 2.818
H -1.696 -1.007 -1.304
H 0.986 0.673 -2.235
H 1.292 2.292 -1.649
H 0.312 -2.053 0.091
H -0.268 -0.845 -2.469
H 1.365 -0.567 2.029
H -0.959 -0.572 3.440
H 0.124 2.078 0.304

[3]
DFT (ωB97M-V/def2-TZVPD) results for the ion C6H11N with charge -1.

Electronic energy: -289.85826 a.u.
2S+1: 2
Frontier orbital gap (alpha / beta): 3.724 / 6.523 eV
Total charge: -1
LUMO level (alpha / beta): 4.18 / 4.12 eV

Element x y z (Å)
N -1.232 -0.987 0.921
C -0.898 0.810 -0.512
C 1.424 -0.119 -1.270
C -1.042 -2.270 0.980
C -0.074 0.902 1.900
C 0.443 1.058 -1.251
C -0.621 0.194 0.865
H 2.378 0.285 -1.655
H -1.630 0.282 -1.125
H 1.067 1.822 -0.731
H -1.442 1.783 -0.405
H 0.412 1.867 1.819
H 0.358 1.356 -2.284
H 0.047 0.379 2.842
H -0.098 -2.794 0.953
H -1.849 -2.968 1.183
H 1.678 -0.664 -0.307
H 1.078 -0.936 -1.923

[4]
DFT (ωB97M-V/def2-TZVPD) results for a structure of composition C6H11N.

Electronic energy: -289.85966 a.u.
Frontier orbital gap: 9.570 eV
Total charge: 0
LUMO level: 0.89 eV

Element x y z (Å)
N -1.489 -0.291 -0.480
C -1.839 2.115 -0.469
C 1.099 -1.481 -0.919
C -1.038 0.893 -0.313
C 0.279 -1.392 1.425
C 0.377 0.751 0.085
C 0.254 -0.745 0.080
H -0.398 -0.857 2.187
H 0.854 -1.398 -2.020
H -2.890 1.720 -0.779
H -0.147 -2.495 1.578
H 0.668 1.156 0.996
H 1.088 1.161 -0.740
H -2.123 2.768 0.455
H 1.398 -1.367 1.701
H 0.985 -2.648 -0.798
H 2.096 -1.038 -0.680
H -1.291 2.718 -1.270

[5]
DFT (ωB97M-V/def2-TZVPD) results for an isolated molecule of C6H11N.

Electronic energy: -289.89708 a.u.
Frontier orbital gap: 9.568 eV
Total charge: 0
SMILES: C=NC(=C)CCC
LUMO level: 1.12 eV

Element x y z (Å)
N 0.799 -1.268 -0.367
C -1.116 0.898 -0.829
C -2.101 0.051 0.010
C 0.212 1.111 -0.057
C 1.825 -1.629 -0.987
C 0.837 -0.154 0.465
C 1.242 -0.254 1.743
H 1.398 0.657 2.308
H -2.588 -0.629 -0.692
H -0.931 0.485 -1.817
H -1.637 -0.614 0.729
H -2.862 0.684 0.458
H 1.034 -1.123 2.348
H 1.823 -2.526 -1.602
H -0.092 1.794 0.739
H -1.552 1.891 -0.920
H 0.929 1.727 -0.617
H 2.782 -1.101 -0.913

[6]
DFT (ωB97M-V/def2-TZVPD) results for an isolated molecule of C6H11N.

Electronic energy: -289.91294 a.u.
Frontier orbital gap: 9.837 eV
Total charge: 0
SMILES: C=CC(=C)CCN
LUMO level: 0.97 eV

Element x y z (Å)
N -0.553 2.148 -0.498
C -0.641 0.112 0.936
C -0.335 1.609 0.860
C 0.407 -1.178 -1.033
C 0.472 -0.716 0.377
C -0.688 -1.387 -1.754
C 1.517 -1.102 1.094
H -0.709 -1.462 -2.828
H -1.578 -0.032 0.403
H -0.775 -0.098 1.996
H 1.374 -1.324 -1.504
H -0.403 1.458 -1.228
H 1.599 -0.725 2.108
H 2.232 -1.835 0.751
H 0.180 2.831 -0.663
H 0.681 1.776 1.204
H -1.630 -1.329 -1.215
H -1.061 2.153 1.470

[7]
DFT (ωB97M-V/def2-TZVPD) results for an isolated molecule of C6H11N.

Electronic energy: -289.87496 a.u.
Frontier orbital gap: 9.118 eV
Total charge: 0
SMILES: C/C=N/C(C)=C/C
LUMO level: 1.00 eV

Element x y z (Å)
N -0.955 0.530 0.084
C 0.630 -1.320 0.181
C 0.364 0.171 -0.059
C 2.873 0.586 -0.001
C -2.017 -0.113 -0.237
C -3.221 0.656 0.156
C 1.419 1.037 -0.064
H 3.590 1.294 -0.549
H -3.779 0.743 -0.685
H -0.420 -1.882 0.279
H -1.951 -1.040 -0.688
H 3.297 0.599 1.037
H 1.046 -1.695 -0.681
H 1.300 -1.549 1.040
H -3.906 0.231 0.821
H 1.083 2.010 -0.089
H -2.931 1.555 0.466
H 3.128 -0.473 -0.445

[8]
DFT (ωB97M-V/def2-TZVPD) results for an isolated molecule of C6H11N.

Electronic energy: -289.88935 a.u.
Frontier orbital gap: 8.667 eV
Total charge: 0
SMILES: C/C=C(N)/C=C/C
LUMO level: 1.07 eV

Element x y z (Å)
N -0.898 1.277 0.996
C -0.330 0.032 0.604
C -0.967 -1.507 2.569
C -0.033 -0.001 -0.899
C 0.734 1.020 -1.505
C 1.516 0.808 -2.874
C -0.295 -1.150 1.264
H 0.284 -1.946 0.907
H 1.028 1.881 -0.965
H -1.308 1.990 0.289
H -1.464 -0.673 3.047
H 1.212 1.480 -3.684
H -0.173 -1.939 3.318
H -0.348 -0.888 -1.415
H -1.619 -2.425 2.414
H 1.382 -0.214 -3.292
H 2.620 0.947 -2.755
H -1.342 1.307 1.981

[9]
DFT (ωB97M-V/def2-TZVPD) results for a cluster of 3 separate species, C6H11N in total.

Electronic energy: -289.76031 a.u.
Frontier orbital gap: 7.902 eV
Total charge: 0
LUMO level: -0.29 eV

Element x y z (Å)
N -0.577 2.100 2.038
C -1.013 -1.838 0.577
C -0.990 -0.541 -0.223
C 0.178 1.633 -0.704
C 0.190 0.383 0.076
C 1.471 -0.197 0.267
C -0.220 1.522 1.090
H -1.010 -1.650 1.655
H 2.331 0.462 0.372
H -1.924 0.013 -0.069
H 1.028 2.307 -0.650
H 1.535 -0.005 -1.481
H -0.152 -2.469 0.332
H -1.914 -2.410 0.334
H -0.922 -0.760 -1.297
H 1.560 -1.159 0.762
H -0.744 2.002 -1.143
H 1.173 0.607 -1.937

[10]
DFT (ωB97M-V/def2-TZVPD) results for an isolated molecule of C6H11N.

Electronic energy: -289.82620 a.u.
Frontier orbital gap: 7.483 eV
Total charge: 0
SMILES: C=C/C(=C\N)CC
LUMO level: 0.23 eV

Element x y z (Å)
N -0.630 -0.957 2.010
C 0.470 -0.474 1.285
C 0.878 1.199 -0.485
C 0.438 -0.168 -0.051
C -0.621 -2.284 -0.918
C 0.153 -1.187 -1.079
C -0.172 2.309 -0.518
H 1.353 1.111 -1.472
H -0.791 2.197 0.376
H 1.697 1.465 0.202
H -1.395 -1.464 1.582
H 0.267 3.299 -0.466
H -1.128 -0.232 2.514
H -1.585 -2.208 -0.430
H -0.777 2.141 -1.405
H 1.332 -0.350 1.932
H 0.764 -1.111 -1.977
H -0.255 -3.287 -1.098

[11]
DFT (ωB97M-V/def2-TZVPD) results for an isolated molecule of C6H11N.

Electronic energy: -289.84380 a.u.
Frontier orbital gap: 8.500 eV
Total charge: 0
SMILES: C=C=C[C@H](N)CC
LUMO level: 0.45 eV

Element x y z (Å)
N -0.671 -2.260 0.522
C -1.382 2.169 0.879
C -1.440 -0.136 -0.339
C -1.297 1.039 0.235
C 1.123 -0.299 0.134
C -0.354 -1.131 -0.290
C 1.675 0.615 -0.947
H -0.718 -2.027 1.509
H -0.066 -1.451 -1.291
H 2.747 0.790 -0.800
H 1.187 1.593 -0.949
H 1.554 0.179 -1.944
H -0.513 2.804 1.008
H -0.032 -3.036 0.390
H -2.383 -0.412 -0.805
H 1.081 0.205 1.103
H 1.810 -1.141 0.273
H -2.320 2.500 1.310

[12]
DFT (ωB97M-V/def2-TZVPD) results for a structure of composition C6H11N.

Electronic energy: -289.82288 a.u.
Frontier orbital gap: 8.181 eV
Total charge: 0
LUMO level: 0.65 eV

Element x y z (Å)
N 0.044 -0.816 1.945
C -1.106 0.696 -0.620
C 0.197 0.345 -1.201
C 0.797 0.667 0.087
C 0.368 -1.072 -1.710
C -1.934 1.296 0.190
C 1.171 -0.350 1.137
H -0.668 -1.204 1.334
H -2.994 1.328 -0.026
H 0.968 1.704 0.326
H -0.378 -0.027 2.424
H 0.103 -1.803 -0.951
H 1.900 0.096 1.819
H -0.267 -1.232 -2.577
H 0.434 1.066 -1.990
H -1.667 1.769 1.129
H 1.405 -1.227 -2.001
H 1.627 -1.236 0.685

> Which of these has the highest electronic energy?

number 9

> Which value of electronic energy does entry 12 give?

-289.82288 a.u.